# 1
{
  "formula": "C6H8",
  "method": "wB97M-V/def2-TZVPD",
  "species": ["C", "C", "C", "C", "C", "C", "H", "H", "H", "H", "H", "H", "H", "H"],
  "positions_angstrom": [[0.87438, 0.06351, -2.37281], [1.13354, 1.28784, -1.37409], [-0.49894, -0.38814, 0.17127], [-0.16341, -0.74084, 1.65114], [0.37067, 0.29753, -0.96049], [-0.91894, -0.23506, 2.56735], [1.63219, -0.62195, -2.65222], [1.46127, 2.27433, -1.34387], [-0.77972, -1.26323, -0.45222], [-1.29033, 0.34192, 0.28032], [0.65664, -1.54687, 1.73065], [-0.89686, -0.40015, 3.57651], [-1.61094, 0.50694, 2.28114], [0.03046, 0.42416, -3.10268]],
  "multiplicity": 1,
  "e_above_lowest_kcal_mol": 86.6,
  "gap_ev": 10.13,
  "smiles": "C=CCC1=CC1",
  "charge": 0
}

***

# 2
{
  "formula": "C5H9MgO4Tl",
  "method": "wB97M-V/def2-TZVPD",
  "species": ["O", "C", "C", "O", "C", "Mg", "H", "H", "H", "H", "H", "H", "H", "O", "C", "C", "O", "Tl", "H", "H"],
  "positions_angstrom": [[-0.18949, -1.62939, -0.46847], [-1.38059, -1.53674, 0.23395], [-1.56760, -0.10226, 0.70245], [-1.29669, 0.72493, -0.42823], [-2.42030, 1.00590, -1.25324], [0.62122, 1.32554, -1.01068], [-1.61373, -2.20275, 1.08442], [-2.18731, -1.77110, -0.48860], [-0.90914, 0.20127, 1.52858], [-2.58537, 0.05010, 1.09409], [-2.22757, 1.88403, -1.88168], [-2.60670, 0.14986, -1.91446], [-3.29629, 1.19066, -0.61436], [3.43623, -1.54041, 0.79941], [4.10617, -0.46092, 0.90688], [3.31653, 0.77351, 0.47718], [1.97377, 0.54502, 0.15533], [1.56638, -1.34010, 0.07774], [3.90334, 1.25291, -0.33176], [3.35714, 1.47993, 1.33145]],
  "multiplicity": 2,
  "e_above_lowest_kcal_mol": 51.1,
  "gap_ev": [5.67, 7.13],
  "charge": 1
}

***

# 3
{
  "formula": "C8Cl8LiN",
  "method": "wB97M-V/def2-TZVPD",
  "species": ["Li", "Cl", "C", "C", "C", "Cl", "C", "Cl", "C", "Cl", "C", "Cl", "Cl", "C", "Cl", "Cl", "C", "N"],
  "positions_angstrom": [[0.12987, -0.02945, 0.04550], [-3.31005, -1.41015, -1.28033], [-1.88579, -2.36855, -0.94133], [-0.75699, -1.71744, -0.47849], [0.32080, -2.54299, -0.23521], [1.79271, -1.73501, 0.36316], [0.34375, -3.91974, -0.41728], [1.75369, -4.85678, -0.07978], [-0.81818, -4.52730, -0.88560], [-0.85879, -6.23013, -1.13401], [-1.94539, -3.74540, -1.15074], [-3.38400, -4.50202, -1.73090], [1.98270, 4.12262, 2.99814], [2.28049, 3.85050, 1.28271], [3.98830, 3.54397, 0.98718], [1.71804, 5.22181, 0.32647], [1.51943, 2.66099, 0.86838], [0.93035, 1.73651, 0.54719]],
  "multiplicity": 1,
  "gap_ev": 7.97,
  "charge": 0
}

***

# 4
{
  "formula": "C4H9N3",
  "method": "wB97M-V/def2-TZVPD",
  "species": ["C", "C", "C", "C", "N", "N", "N", "H", "H", "H", "H", "H", "H", "H", "H", "H"],
  "positions_angstrom": [[-0.69572, 0.79474, -0.22589], [2.38637, -0.61476, 0.47828], [1.52688, -0.19006, -0.71203], [0.22981, -0.16306, 0.01133], [-1.96827, 0.92968, 0.36654], [-3.05122, -0.06946, 0.15451], [-3.02315, -1.23389, -0.05859], [-0.53304, 1.55678, -0.82784], [3.50333, -0.72350, 0.18411], [2.06254, -1.54876, 1.08499], [2.42069, 0.15498, 1.10952], [1.64526, -1.02857, -1.41640], [1.70398, 0.71394, -1.09370], [0.07232, -0.94012, 0.57569], [-2.33309, 1.82089, 0.09220], [-3.94669, 0.54117, 0.27727]],
  "multiplicity": 1,
  "e_above_lowest_kcal_mol": 124.9,
  "gap_ev": 9.12,
  "charge": 0
}

***

# 5
{
  "formula": "C18H26ClIrNO3PTe",
  "method": "wB97M-V/def2-TZVPD",
  "species": ["Ir", "C", "P", "C", "C", "O", "H", "H", "H", "H", "H", "H", "H", "H", "H", "C", "C", "C", "C", "N", "C", "C", "H", "H", "H", "H", "H", "H", "H", "Cl", "C", "C", "C", "C", "C", "C", "C", "O", "O", "H", "H", "H", "H", "C", "Te", "C", "H", "H", "H", "H", "H", "H"],
  "positions_angstrom": [[0.14551, -0.98210, -0.33084], [3.34797, 1.67312, 0.25236], [3.28938, -0.07302, 0.63304], [3.08773, -0.23686, 2.40059], [4.86653, -0.76605, 0.16785], [2.19366, -0.82162, -0.13685], [4.26802, 2.09688, 0.65821], [2.50420, 2.19750, 0.69859], [3.34067, 1.81660, -0.82853], [3.85795, 0.33412, 2.92100], [3.17081, -1.28426, 2.69156], [2.10656, 0.14297, 2.68767], [5.66884, -0.24433, 0.69074], [5.00923, -0.65528, -0.90723], [4.90879, -1.82276, 0.42989], [-6.15272, -1.13788, -1.04558], [-4.66836, -1.14345, -0.87344], [-3.82088, -1.75739, -1.79327], [-2.45702, -1.72720, -1.60773], [-1.88612, -1.12649, -0.55012], [-2.69182, -0.52311, 0.34626], [-4.06139, -0.51715, 0.21415], [-6.46882, -1.80033, -1.84748], [-6.49272, -0.12749, -1.28132], [-6.64834, -1.43730, -0.12221], [-4.21918, -2.25616, -2.66641], [-1.79560, -2.16440, -2.34339], [-2.20661, -0.05842, 1.19192], [-4.65545, -0.02198, 0.97060], [-0.11283, 7.34177, 0.28239], [-0.06924, 5.63387, 0.17093], [-0.15250, 4.87323, 1.33598], [-0.11620, 3.49837, 1.24569], [0.00343, 2.88925, -0.00780], [0.08297, 3.66015, -1.17174], [0.04725, 5.03532, -1.08210], [0.04849, 1.45125, -0.09465], [0.10368, 0.80797, -1.21081], [0.02608, 0.64995, 0.90601], [-0.24803, 5.36733, 2.29225], [-0.18472, 2.89198, 2.13965], [0.17046, 3.17834, -2.13663], [0.10619, 5.65295, -1.96683], [-0.78224, -4.60821, -0.28841], [0.68275, -3.42234, -1.28253], [2.28326, -3.94968, 0.01400], [-0.63434, -5.63427, -0.61303], [-1.77358, -4.26631, -0.57110], [-0.63571, -4.51573, 0.78358], [1.92669, -3.92676, 1.03953], [3.08211, -3.23445, -0.14259], [2.60521, -4.95014, -0.26179]],
  "multiplicity": 1,
  "e_above_lowest_kcal_mol": 9.6,
  "gap_ev": 6.73,
  "charge": 2
}

***

# 6
{
  "formula": "C6H10O",
  "method": "wB97M-V/def2-TZVPD",
  "species": ["O", "C", "C", "C", "C", "C", "C", "H", "H", "H", "H", "H", "H", "H", "H", "H", "H"],
  "positions_angstrom": [[2.29489, -0.66095, -0.30575], [1.05155, -0.15966, -0.03087], [0.01521, -1.20269, 0.36879], [-1.35218, -0.55241, 0.11878], [-1.18471, 0.35035, -1.08785], [0.13116, 2.01846, 0.44722], [1.08226, 1.13307, 0.68986], [2.22935, -1.62101, -0.37184], [0.26993, 0.33096, -0.99853], [0.13492, -1.58439, 1.39000], [0.16477, -2.05158, -0.31711], [-1.61931, 0.08279, 0.96566], [-2.11105, -1.33377, -0.01938], [-1.23804, -0.21051, -2.03766], [-1.83295, 1.22062, -1.16119], [-0.01086, 2.91549, 1.04856], [1.97506, 1.32524, 1.30132]],
  "multiplicity": 1,
  "e_above_lowest_kcal_mol": 129.9,
  "gap_ev": [7.09, 8.29],
  "charge": 0
}

***

# 7
{
  "formula": "C4H6N4",
  "method": "wB97M-V/def2-TZVPD",
  "species": ["C", "C", "C", "C", "H", "H", "H", "H", "H", "H", "N", "N", "N", "N"],
  "positions_angstrom": [[1.46065, -2.12834, -1.04510], [1.05013, 0.31154, 0.69042], [-0.32384, -0.39490, 0.82594], [-1.84108, 2.23941, -0.19485], [1.79845, -3.29744, -1.29546], [0.44264, -1.43996, -1.89996], [1.14647, 1.34142, 0.64853], [-0.45882, -1.51046, 0.79949], [-2.35026, 1.83974, -1.22649], [-2.11289, 3.40776, 0.34279], [2.05795, -1.88011, 0.22512], [2.06249, -0.36751, 0.31462], [-1.46444, 0.32808, 1.02943], [-1.46746, 1.55078, 0.78552]],
  "multiplicity": 1,
  "e_above_lowest_kcal_mol": 216.8,
  "gap_ev": 8.75,
  "charge": 0
}

***

# 8
{
  "formula": "C22H41BrFeNOP3",
  "method": "wB97M-V/def2-TZVPD",
  "species": ["Fe", "P", "P", "P", "H", "C", "C", "H", "C", "C", "C", "C", "C", "C", "C", "C", "C", "H", "H", "H", "H", "H", "H", "H", "H", "H", "H", "H", "H", "H", "H", "H", "H", "H", "H", "H", "H", "H", "H", "H", "H", "H", "H", "H", "H", "H", "C", "C", "C", "C", "C", "C", "O", "H", "H", "H", "H", "H", "H", "Br", "C", "C", "C", "C", "N", "C", "H", "H", "H", "H"],
  "positions_angstrom": [[-0.18695, 0.44226, 0.35781], [-1.53725, 1.92819, -0.56635], [-1.89960, -1.31479, 0.52853], [1.81207, 1.47163, 0.54661], [0.82283, -4.18345, -0.94481], [1.82827, -4.04413, -0.55216], [2.10741, -3.98267, 0.76575], [1.36674, -4.22615, 1.54061], [-2.12531, 1.34284, -2.19372], [-3.12424, 2.11005, 0.32432], [-0.96580, 3.61753, -0.95524], [-1.13307, -2.91709, 0.91736], [-3.06152, -1.09187, 1.93834], [-3.00345, -1.71651, -0.87649], [2.89112, 0.05059, 0.81978], [2.27028, 2.64754, 1.86740], [2.43267, 2.16839, -1.00376], [2.63411, -3.99426, -1.29368], [3.13477, -3.83290, 1.09993], [-1.56815, 1.83741, -3.00210], [-3.20241, 1.54593, -2.29871], [-1.93924, 0.26274, -2.25080], [-3.62868, 3.02094, -0.02596], [-2.95487, 2.19497, 1.40356], [-3.78675, 1.25190, 0.15594], [-1.81926, 4.23395, -1.27521], [-0.21442, 3.60022, -1.75577], [-0.51071, 4.06396, -0.06276], [-1.84467, -3.73365, 0.72740], [-0.84964, -2.93214, 1.97470], [-0.22184, -3.09564, 0.33840], [-3.89444, -1.80264, 1.84848], [-3.46236, -0.07238, 1.96580], [-2.53193, -1.27031, 2.88216], [-3.59432, -2.61353, -0.63228], [-2.37892, -1.91250, -1.75905], [-3.68374, -0.88136, -1.09739], [3.92329, 0.37067, 0.63037], [2.63643, -0.76987, 0.13779], [2.80572, -0.30192, 1.85130], [3.34114, 2.88418, 1.77693], [2.08059, 2.19225, 2.84697], [1.68098, 3.57107, 1.79812], [3.50533, 2.37033, -0.86823], [1.91184, 3.09598, -1.26708], [2.30797, 1.43605, -1.81418], [0.84124, -0.91690, -3.00729], [0.09643, -0.58055, -4.20030], [0.73400, -0.05295, -5.30823], [2.13139, 0.07757, -5.34677], [2.88551, -0.38771, -4.26699], [2.27614, -0.92523, -3.14450], [0.26757, -1.14585, -1.87327], [0.07192, 1.86987, 0.93743], [-0.98320, -0.72460, -4.18500], [0.13010, 0.25345, -6.16819], [2.63812, 0.51738, -6.21256], [3.97469, -0.33478, -4.30938], [2.85280, -1.30365, -2.29907], [-2.44316, 2.01569, 5.34426], [-1.13444, 0.89538, 4.53394], [-0.48743, -0.11669, 5.23552], [0.33014, -0.98536, 4.50449], [0.45331, -0.83861, 3.12347], [-0.19094, 0.14852, 2.45578], [-0.88661, 1.07853, 3.17710], [-0.64982, -0.22361, 6.30278], [0.90715, -1.77541, 4.98257], [1.08974, -1.50922, 2.53800], [-1.27468, 1.94293, 2.63763]],
  "multiplicity": 6,
  "e_above_lowest_kcal_mol": 89.4,
  "gap_ev": [6.14, 4.06],
  "charge": 3
}

***

no.,E_tot (Ha)
1,-233.2491
2,-868.9903
3,-4048.6714
4,-321.8914
5,-2155.4008
6,-309.6353
7,-374.7159
8,-5853.5128